Molecular formula: C26H26N7O5W
Method: DFT, the ωB97M-V functional and the def2-TZVPD basis

```
! wB97M-V def2-TZVPD RIJCOSX def2/J DEFGRID3
* xyz 1 1
W -0.076 -0.358 -0.083
O 2.155 -2.565 5.110
O -0.532 -1.687 1.234
O -0.341 -3.424 3.855
O 1.526 -0.127 1.051
O 3.410 -0.461 3.523
N -0.562 1.022 -1.534
N 0.815 0.891 -1.244
N 1.343 -2.225 -0.545
N 2.584 -0.275 -2.067
N -0.428 -1.417 -2.394
N -0.858 1.097 1.064
N -2.371 -0.939 -0.440
C -1.156 2.194 -0.981
C 3.580 -0.432 -2.931
C 0.375 -1.802 2.210
C -1.347 0.219 4.612
C -2.293 4.303 -1.121
C -2.257 4.422 0.263
C 3.733 0.351 -4.059
C 0.238 1.921 3.090
C -1.726 3.417 1.046
C 0.369 1.892 4.465
C 0.399 -2.578 3.382
C -1.206 2.270 0.436
C -2.698 -1.788 -1.603
C -1.845 -1.322 -2.778
C 0.182 -2.748 -2.591
C -1.483 0.233 3.236
C 0.624 -3.302 -1.236
C -0.696 1.090 2.465
C 1.714 0.736 -2.264
C -0.428 1.053 5.229
C 1.491 -0.908 2.110
C 1.764 1.544 -3.411
C 2.372 -1.024 3.214
C 2.788 1.341 -4.313
C -1.731 3.197 -1.746
C 1.731 -2.131 4.095
H 1.029 2.321 -3.543
H -2.885 -0.055 -0.533
H -0.507 -3.442 -3.079
H -2.457 -2.825 -1.359
H -1.963 -0.440 5.203
H 1.241 -4.195 -1.396
H -1.744 3.120 -2.823
H 1.067 -2.648 -3.227
H 2.081 -1.800 -1.148
H 0.076 -0.751 -2.983
H 2.858 1.948 -5.203
H -2.056 -0.266 -2.985
H 0.863 2.567 2.488
H 4.271 -1.233 -2.706
H 1.818 -2.607 0.280
H -3.761 -1.732 -1.860
H -0.335 1.054 6.302
H -2.709 -1.398 0.413
H -2.675 5.296 0.737
H -1.740 3.489 2.121
H -2.743 5.083 -1.713
H -2.066 -1.916 -3.671
H -2.220 -0.394 2.745
H -0.246 -3.584 -0.621
H 1.087 2.540 4.942
H 4.562 0.189 -4.726
*
```

## Properties
- E_HOMO (alpha / beta): -11.1 / -11.1 eV
- Energy above the lowest of the compared OMol25 structures with the same formula, charge and spin: 44.3 kcal/mol


Molecular formula: C26H27AuBN8O2S3
Method: DFT, the ωB97M-V functional and the def2-TZVPD basis

```
! wB97M-V def2-TZVPD RIJCOSX def2/J DEFGRID3
* xyz 1 1
Au 1.305 0.750 -1.381
S 1.671 3.089 -2.125
S 1.291 -2.786 -1.632
S -0.127 0.982 -3.407
O 2.487 -3.280 -2.238
O 0.156 -2.479 -2.462
N -2.594 0.164 -2.664
N -0.394 0.955 0.479
N 2.847 0.185 0.131
N -2.170 2.243 -2.084
N -1.367 4.319 3.679
N -0.669 4.073 -1.060
N 1.160 4.625 0.023
N 1.587 -1.357 -0.843
C -3.421 1.923 -1.651
C -3.692 0.637 -2.008
C 0.749 -3.893 -0.336
C -2.639 0.462 1.112
C -0.629 -4.213 1.584
C -0.226 -5.542 1.662
C 0.112 5.205 0.677
C -2.473 -1.115 -3.308
C 3.413 -2.086 0.638
C -1.677 1.154 -2.684
C -0.372 1.939 1.357
C -2.645 1.524 1.998
C -0.746 -6.432 2.745
C 1.176 -5.205 -0.280
C 2.625 -1.137 -0.033
C -0.145 -3.389 0.585
C -1.016 4.852 0.004
C -1.481 2.282 2.133
C 2.552 4.768 0.344
C 4.420 -1.634 1.461
C -1.422 3.395 3.007
C 4.623 -0.263 1.626
C 0.684 -6.025 0.722
C 0.660 3.941 -1.029
C 3.809 0.612 0.932
C -1.497 0.228 0.361
B -1.610 3.697 -2.248
H -4.570 0.041 -1.862
H 3.074 3.835 0.130
H 3.219 -3.134 0.486
H 3.000 5.555 -0.264
H 3.929 1.684 1.016
H -3.306 -1.742 -3.001
H 0.074 -6.775 3.375
H -1.443 -0.574 -0.359
H -1.463 -5.903 3.367
H -2.034 5.120 0.197
H -1.533 -1.604 -3.039
H 5.391 0.110 2.281
H 1.875 -5.570 -1.016
H 0.568 2.459 1.469
H -3.519 1.759 2.585
H -0.970 3.719 -3.243
H -1.320 -3.817 2.313
H -3.506 -0.168 1.001
H -2.501 -0.993 -4.393
H -4.037 2.630 -1.136
H -1.230 -7.311 2.324
H 5.053 -2.338 1.979
H -2.532 4.436 -2.236
H 2.656 5.027 1.396
H 1.010 -7.053 0.781
H 0.244 5.798 1.559
H -0.443 -2.356 0.505
*
```

## Properties
- E_HOMO: -11.2 eV
- Energy above the lowest of the compared OMol25 structures with the same formula, charge and spin: 0.0 kcal/mol


Molecular formula: C26H27BrN5O2Ti
Method: DFT, the ωB97M-V functional and the def2-TZVPD basis

```
! wB97M-V def2-TZVPD RIJCOSX def2/J DEFGRID3
* xyz 2 2
Br 2.335 0.107 0.184
Ti -0.290 0.089 -0.318
O -1.755 -0.888 0.065
O -1.559 -3.480 1.260
N -0.088 0.029 -2.472
N -1.712 4.096 0.019
N -1.156 2.007 -0.323
N -0.158 -0.181 1.843
N -1.385 -0.524 2.349
C 4.753 -0.475 6.202
C 0.143 -0.149 -6.755
C -3.610 -4.216 2.172
C -4.592 -1.620 2.181
C 0.577 0.967 -3.169
C -2.822 -3.180 1.698
C -0.690 -0.961 -3.164
C -2.424 -0.725 1.321
C -1.667 5.480 0.491
C 3.352 0.128 2.801
C -5.384 -2.653 2.651
C -2.301 2.280 -1.052
C -3.306 -1.870 1.711
C 3.795 0.114 7.018
C 2.205 0.035 2.120
C 2.692 0.744 6.457
C 3.476 0.152 4.255
C -4.882 -3.949 2.650
C -2.648 3.575 -0.845
C 0.874 -0.232 2.601
C 0.675 0.945 -4.541
C 0.063 -0.078 -5.265
C 2.530 0.763 5.083
C -0.635 -1.042 -4.535
C -0.840 3.132 0.312
C 4.604 -0.443 4.828
H -1.206 6.119 -0.258
H 3.920 0.102 8.093
H 0.733 0.664 -7.170
H 1.043 1.760 -2.596
H -2.789 1.530 -1.650
H 1.697 1.305 4.650
H -0.005 3.268 0.979
H -1.135 -1.857 -5.041
H 4.278 0.166 2.236
H 5.621 -0.950 6.638
H -1.305 -2.824 0.601
H 0.589 -1.096 -7.064
H -0.858 -0.111 -7.189
H -6.381 -2.452 3.017
H -4.967 -0.603 2.183
H -1.231 -1.699 -2.584
H -3.025 0.184 1.245
H -2.679 5.824 0.685
H 1.228 1.723 -5.049
H -3.468 4.159 -1.223
H -1.369 -1.236 3.070
H 1.966 1.236 7.091
H -3.213 -5.222 2.149
H -5.494 -4.764 3.015
H 0.784 -0.530 3.644
H -1.094 5.530 1.413
H 5.357 -0.893 4.192
*
```

## Properties
- ⟨S²⟩: 0.76
- E_HOMO (alpha / beta): -13.2 / -13.2 eV
- Energy above the lowest of the compared OMol25 structures with the same formula, charge and spin: 1.7 kcal/mol


Molecular formula: C26H27Cl2N3O5PPdSTe
Method: DFT, the ωB97M-V functional and the def2-TZVPD basis

```
! wB97M-V def2-TZVPD RIJCOSX def2/J DEFGRID3
* xyz -1 1
Te 0.878 -2.251 3.470
Pd 0.161 -0.725 1.433
Cl 1.360 3.584 1.561
Cl -0.527 1.631 0.476
S -1.730 -2.391 -1.013
P 1.026 0.159 3.645
O -2.692 -3.470 -0.944
O -0.009 1.152 3.301
O 1.411 0.262 5.239
O 2.396 0.664 2.905
O -0.392 -2.737 -1.406
N 4.254 0.459 -7.500
N -2.020 -0.906 2.456
N -1.621 -1.523 0.336
C -3.866 -1.869 1.273
C -4.100 -1.182 3.562
C -2.519 -1.457 1.327
C 1.289 1.525 5.866
C -2.326 -1.215 -2.231
C -3.615 1.611 -5.154
C 2.664 -1.398 -3.372
C 2.095 -0.516 -1.180
C 3.506 0.064 -5.087
C 3.924 0.270 -6.414
C -3.874 -0.552 -3.924
C -0.105 1.752 6.433
C 3.635 0.019 3.137
C 3.119 -1.212 -4.655
C 3.460 1.142 -4.196
C -3.177 0.639 -4.101
C 2.593 -0.317 -2.480
C -1.614 -0.046 -2.403
C -4.642 -1.726 2.397
C 1.696 -0.734 -0.047
C 3.013 0.950 -2.910
C -3.457 -1.472 -2.979
C 1.079 2.383 0.312
C -2.777 -0.788 3.532
C -2.052 0.889 -3.325
C 4.228 -0.503 1.838
H -4.677 1.832 -5.065
H 1.137 2.879 -0.655
H -4.236 -2.319 0.368
H 4.400 0.322 1.152
H -0.819 1.791 5.615
H 5.166 -1.012 2.041
H 2.040 1.543 6.664
H -3.443 1.178 -6.139
H -3.985 -2.402 -2.823
H 1.522 2.317 5.147
H -1.518 1.820 -3.454
H -4.692 -1.082 4.460
H -0.375 0.941 7.107
H -0.718 0.106 -1.823
H 4.298 0.761 3.600
H -5.680 -2.035 2.378
H 1.824 1.584 0.418
H 3.490 -0.805 3.849
H -2.284 -0.364 4.401
H 2.980 1.781 -2.218
H 3.178 -2.040 -5.348
H 3.538 -1.199 1.360
H 3.776 2.120 -4.531
H -0.130 2.695 6.975
H -3.057 2.540 -5.085
H 2.337 -2.369 -3.031
H -4.744 -0.751 -4.536
*
```

## Properties
- E_HOMO (alpha / beta): -5.1 / -5.0 eV
- Energy above the lowest of the compared OMol25 structures with the same formula, charge and spin: 54.4 kcal/mol


Molecular formula: C26H27ClN5O7
Method: DFT, the ωB97M-V functional and the def2-TZVPD basis

```
! wB97M-V def2-TZVPD RIJCOSX def2/J DEFGRID3
* xyz 1 1
Cl -6.831 -5.298 0.108
O -0.627 -1.362 -0.733
O 8.658 0.659 3.094
O 3.645 2.791 2.387
O -2.123 -1.272 -6.318
O -4.594 1.782 -0.414
O 0.617 -0.421 -2.343
O -0.337 -1.057 -4.844
N 2.512 0.605 0.364
N 5.618 3.705 2.603
N 0.896 0.267 1.812
N -4.789 -0.510 -0.507
N 6.831 1.024 1.924
C -5.779 -1.430 -0.191
C 6.695 0.795 4.407
C 2.084 -0.042 2.446
C -3.078 -0.988 -2.288
C 4.853 2.664 2.249
C -8.038 -2.880 0.544
C -3.866 -1.253 -4.592
C 7.046 3.961 2.393
C -0.696 -1.149 -6.234
C -2.554 -1.195 -5.035
C 5.419 1.346 1.633
C -5.275 0.769 -0.309
C -5.744 -2.826 -0.222
C -3.399 -0.837 -0.805
C -1.509 -1.057 -4.149
C -6.876 -3.555 0.147
C -1.729 -0.971 -2.759
C -8.075 -1.479 0.571
C 1.179 0.683 0.562
C 3.090 0.165 1.541
C -6.725 0.731 0.148
C 4.569 0.063 1.843
C -0.545 -0.925 -1.871
C -4.125 -1.145 -3.224
C -6.935 -0.759 0.199
C 7.451 0.822 3.091
H 0.451 1.069 -0.147
H -5.163 -1.184 -2.908
H -3.128 -1.764 -0.289
H 7.380 3.573 1.430
H -8.914 -3.455 0.830
H 7.637 3.514 3.195
H 7.229 5.037 2.405
H -0.215 -2.018 -6.693
H -4.672 -1.373 -5.310
H -0.029 0.236 2.232
H 2.207 -0.339 3.481
H 7.414 0.921 5.217
H 5.966 1.598 4.463
H 5.392 1.552 0.564
H 6.212 -0.171 4.526
H 7.466 0.978 1.140
H -8.981 -0.961 0.877
H 5.091 4.462 3.015
H 1.294 -0.811 -1.776
H -2.770 -0.045 -0.386
H -0.365 -0.254 -6.769
H 3.014 0.953 -0.444
H 4.663 -0.258 2.879
H -4.852 -3.357 -0.534
H -6.843 1.197 1.129
H 4.984 -0.737 1.227
H -7.380 1.215 -0.581
*
```

## Properties
- E_HOMO: -10.2 eV


Molecular formula: C26H27IrO3PS3
Method: DFT, the ωB97M-V functional and the def2-TZVPD basis

```
! wB97M-V def2-TZVPD RIJCOSX def2/J DEFGRID3
* xyz 1 1
Ir -0.395 -0.397 -0.330
S -2.554 -1.700 -0.219
S -2.144 1.311 0.300
S -5.393 0.494 -1.431
P 0.794 -1.941 -1.534
O 1.290 0.655 0.008
O -0.493 -1.522 2.257
O 0.287 1.342 -1.812
C 2.535 -1.552 -1.776
C -2.743 1.314 -1.421
C 1.012 -2.650 -4.237
C 2.896 -0.588 -2.719
C -1.227 -2.418 -3.403
C 0.683 -3.422 -0.539
C -4.035 -1.957 -1.279
C -3.383 0.499 1.333
C -4.147 1.781 -1.729
C 3.506 -2.118 -0.954
C 0.038 -4.241 1.623
C -0.862 -3.074 -5.684
C 0.506 -3.014 -5.478
C 0.433 -5.512 1.246
C 1.221 1.458 -0.996
C 0.959 -5.742 -0.024
C -3.227 -1.009 1.311
C -1.730 -2.780 -4.641
C 1.092 -4.695 -0.922
C 5.191 -0.784 -2.031
C -0.260 -1.788 1.104
C -4.559 -0.902 -2.242
C 4.833 -1.735 -1.088
C 4.222 -0.210 -2.846
C 0.163 -3.191 0.719
C 0.149 -2.338 -3.189
H 1.267 -6.739 -0.309
H 3.232 -2.855 -0.210
H 1.997 2.222 -1.084
H -4.135 -1.538 1.602
H 0.337 -6.335 1.942
H -5.293 -1.384 -2.890
H 1.504 -4.864 -1.910
H 2.143 -0.135 -3.353
H -4.439 2.662 -1.158
H -4.189 2.050 -2.785
H -2.461 -1.268 2.024
H 2.083 -2.615 -4.091
H -3.800 -2.868 -1.833
H -3.252 0.868 2.349
H -2.596 0.332 -1.844
H -4.810 -2.212 -0.557
H -1.903 -2.207 -2.595
H 6.226 -0.487 -2.133
H -2.801 -2.839 -4.795
H -4.345 0.845 0.961
H 4.501 0.532 -3.582
H -3.778 -0.525 -2.900
H -0.365 -4.045 2.608
H 1.187 -3.251 -6.284
H -2.003 1.970 -1.881
H 5.586 -2.179 -0.451
H -1.253 -3.356 -6.652
*
```

## Properties
- E_HOMO: -11.6 eV
- Energy above the lowest of the compared OMol25 structures with the same formula, charge and spin: 32.5 kcal/mol